Record 1
Here is 2 unconnected molecules or ions with the total composition C2H3F3O2 from the OMol25 dataset. Energies are from wB97M-V/def2-TZVPD.

Atoms and positions in Å:
C1 -0.716 1.306 -0.527
C2 -1.452 0.289 -0.110
O1 1.654 -1.517 0.257
O2 2.311 -0.295 -0.136
F1 -1.209 2.531 -0.533
F2 -0.791 -0.861 0.123
F3 -2.730 0.189 0.095
H1 0.310 1.231 -0.501
H2 0.810 -1.314 0.080
H3 1.812 -1.560 1.251

Cartesian forces (eV/Å) of the 2 atoms listed first:
C -2.091 -0.241 1.466
C 1.101 0.371 -0.538

Values from the calculation:
Frontier orbital gap in eV: 9.5
HOMO in eV: -9.211
Energy relative to the best compared isomer or geometry (same formula, charge and spin) in kJ/mol: 624.60
Calculated total energy in eV: -14363.475
Lowest unoccupied orbital energy in eV: 0.293
Net charge: 0

Record 2
Here is C3H8N2O in the gas phase from the OMol25 dataset. Energies are from wB97M-V/def2-TZVPD.

Atoms and positions in Å:
C1 -1.875 -1.330 -0.468
N1 -0.789 -0.331 -0.429
C2 -0.130 -0.035 0.764
O1 -0.166 -0.652 1.811
C3 0.918 1.157 0.507
N2 1.921 0.721 -0.531
H1 -1.452 -2.360 -0.633
H2 -2.627 -0.959 -1.216
H3 -2.323 -1.350 0.562
H4 -0.512 0.073 -1.301
H5 0.462 2.102 0.259
H6 1.380 1.323 1.473
H7 2.577 0.125 -0.010
H8 2.615 1.514 -0.788

Cartesian forces (eV/Å) of the 2 atoms listed first:
C 0.320 0.208 0.744
N -0.823 -0.802 2.080

Values from the calculation:
Frontier orbital gap in eV: 10.4
HOMO in eV: -9.458
Energy relative to the best compared isomer or geometry (same formula, charge and spin) in kJ/mol: 114.00
Calculated total energy in eV: -8268.144
Lowest unoccupied orbital energy in eV: 0.941
Net charge: 0
SMILES string: CNC(=O)CN

Record 3
Here is 7 unconnected molecules or ions with the total composition C5H25NO6 from the OMol25 dataset. Energies are from wB97M-V/def2-TZVPD.

Atoms and positions in Å:
C1 1.015 -1.078 -1.917
C2 1.008 0.031 -0.851
C3 2.251 0.931 -0.855
C4 2.414 1.905 0.329
C5 1.204 2.869 0.516
N1 0.703 -0.480 0.440
H1 0.106 -1.030 -2.513
H2 0.855 -2.077 -1.502
H3 1.889 -0.937 -2.546
H4 0.129 0.672 -1.091
H5 2.167 1.603 -1.687
H6 3.154 0.357 -1.060
H7 3.398 2.372 0.306
H8 2.438 1.291 1.247
H9 1.506 3.885 0.259
H10 0.776 2.705 1.493
H11 0.478 2.674 -0.283
H12 1.105 -1.413 0.591
H13 1.126 0.106 1.178
H14 1.791 -1.968 3.442
H15 3.239 -2.035 2.745
O1 2.287 -1.919 2.619
H16 -3.339 -1.948 2.982
H17 -2.216 -1.190 2.445
O2 -3.170 -1.274 2.310
H18 -2.085 0.922 -4.330
H19 -2.754 0.671 -2.939
O3 -2.822 0.496 -3.883
H20 -2.827 -2.338 -1.727
H21 -3.303 -1.411 -2.830
O4 -3.143 -2.343 -2.635
H22 -0.538 -0.725 3.035
H23 0.396 -0.141 4.129
O5 -0.291 -0.800 3.957
H24 -3.495 1.114 -0.372
H25 -2.463 0.064 -0.144
O6 -2.990 0.438 -0.857

Cartesian forces (eV/Å) of the 2 atoms listed first:
C -0.929 0.245 0.223
C -1.611 -1.330 -0.465

Values from the calculation:
Frontier orbital gap (alpha / beta) in eV: 9.8 / 4.5
Spin multiplicity: 2
HOMO (alpha / beta) in eV: -13.230 / -13.229
Energy relative to the best compared isomer or geometry (same formula, charge and spin) in kJ/mol: 0.00
Calculated total energy in eV: -19356.162
Lowest unoccupied orbital energy (alpha / beta) in eV: -3.433 / -8.765
Net charge: +1